Entry w
Molecular formula: C3H10NO2
Method: DFT, the ωB97M-V functional and the def2-TZVPD basis

Last column: Löwdin charge in e.
Element x y z (Å)
1 C 1.722 -0.247 0.035  -0.25
2 N 0.340 0.074 0.236  -0.16
3 C -0.603 -1.088 -0.297  -0.18
4 C -1.185 -0.430 -1.729  -0.53
5 O -1.152 0.894 -1.686  -0.34
6 H 2.295 -0.859 0.714  0.05
7 H 2.285 0.608 -0.057  0.02
8 H 1.963 -0.604 -1.016  0.08
9 H 0.110 0.883 -0.514  0.10
10 H -1.500 -1.082 0.337  0.06
11 H -0.059 -2.070 -0.309  0.08
12 H -2.126 -0.979 -2.035  0.06
13 H -0.494 -0.923 -2.493  0.06
14 H -1.221 1.988 2.568  0.01
15 H 0.204 1.640 3.018  0.04
16 O -0.578 2.196 3.226  -0.08

Computed properties:
Charge   -1
2S+1   1
Gap between HOMO and LUMO   6.932 eV
HOMO   -0.1033 Eh

Entry x
Molecular formula: C3H10NO2
Method: DFT, the ωB97M-V functional and the def2-TZVPD basis

Last column: Löwdin charge in e.
Element x y z (Å)
1 C 1.383 -0.629 -0.430  -0.12
2 N 0.424 0.442 -0.174  -0.19
3 C -0.788 0.037 0.391  -0.30
4 C -0.682 -0.342 1.890  -0.47
5 O -0.303 0.728 2.755  -0.44
6 H 2.208 -0.031 -0.931  0.10
7 H 1.583 -1.178 0.468  0.05
8 H 0.925 -1.380 -1.079  0.07
9 H 0.853 1.038 0.490  0.09
10 H -1.415 0.904 0.314  0.10
11 H -1.176 -0.851 -0.101  0.11
12 H -1.631 -0.692 2.314  0.07
13 H 0.069 -1.129 1.898  0.05
14 H -0.273 0.745 -1.787  0.06
15 H -0.581 1.612 -3.192  -0.01
16 O -0.596 0.726 -2.826  -0.18

Computed properties:
Charge   -1
2S+1   1
Gap between HOMO and LUMO   6.275 eV
HOMO   -0.0877 Eh

Entry y
Molecular formula: C3H10NO2
Method: DFT, the ωB97M-V functional and the def2-TZVPD basis

Last column: Löwdin charge in e.
Element x y z (Å)
1 C -1.530 2.031 0.453  -0.26
2 O -1.279 0.654 0.390  -0.26
3 H -2.151 2.340 -0.443  0.06
4 H -2.055 2.310 1.407  0.06
5 H -0.613 2.668 0.362  0.07
6 C 0.015 -2.044 -0.266  -0.16
7 N 0.795 -1.044 -1.029  -0.14
8 C 1.683 -0.225 -0.144  -0.42
9 O 1.051 0.371 0.969  -0.31
10 H 0.713 -2.620 0.338  0.06
11 H -0.464 -2.737 -0.981  0.06
12 H -0.730 -1.546 0.357  0.05
13 H 0.193 -0.394 -1.544  0.08
14 H 2.513 -0.867 0.204  0.08
15 H 2.102 0.536 -0.785  0.07
16 H -0.243 0.567 0.711  -0.03

Computed properties:
Charge   -1
2S+1   1
Gap between HOMO and LUMO   7.908 eV
HOMO   -0.1288 Eh

Entry z
Molecular formula: C3H10NO2
Method: DFT, the ωB97M-V functional and the def2-TZVPD basis

Last column: Löwdin charge in e.
Element x y z (Å)
1 C 0.360 -0.615 0.871  -0.33
2 C 0.038 0.770 0.298  -0.24
3 C -1.516 1.064 0.222  -0.49
4 O -2.238 -0.002 -0.240  -0.39
5 N -0.045 -1.563 -0.164  -0.04
6 H -0.325 -0.743 1.729  0.10
7 H 1.400 -0.743 1.176  0.09
8 H 0.566 1.538 0.872  0.09
9 H 0.307 0.789 -0.752  0.07
10 H -1.640 1.873 -0.519  0.07
11 H -1.789 1.259 1.280  0.07
12 H -0.079 -2.525 0.154  0.04
13 H -0.994 -1.294 -0.464  0.02
14 H 2.746 0.604 -1.779  0.03
15 H 1.897 -0.039 -0.740  -0.02
16 O 2.815 0.259 -0.877  -0.10

Computed properties:
Charge   -1
2S+1   1
Gap between HOMO and LUMO   6.547 eV
HOMO   -0.0939 Eh

Tell me which of them is the least stable. Sure, it is entry w.

Entry w
Molecular formula: C3H10NO2
Method: DFT, the ωB97M-V functional and the def2-TZVPD basis

Last column: Löwdin charge in e.
Element x y z (Å)
1 C -0.111 1.582 0.079  -0.10
2 N 0.361 0.158 -0.256  -0.16
3 C -0.286 -0.840 0.652  -0.25
4 C -1.669 -1.199 0.058  -0.55
5 O -1.623 -1.492 -1.249  -0.35
6 H -0.907 1.486 0.816  0.05
7 H 0.733 2.034 0.593  0.06
8 H -0.476 2.016 -0.842  0.07
9 H -0.173 0.030 -1.122  0.07
10 H 0.437 -1.652 0.786  0.09
11 H -0.367 -0.339 1.627  0.09
12 H -2.129 -2.021 0.665  0.08
13 H -2.258 -0.300 0.397  0.07
14 H 3.242 0.124 -1.405  0.01
15 H 2.126 0.068 -0.334  0.00
16 O 3.100 0.344 -0.464  -0.17

Computed properties:
Charge   -1
2S+1   1
Gap between HOMO and LUMO   6.893 eV
HOMO   -0.1010 Eh

Entry x
Molecular formula: C3H10NO2
Method: DFT, the ωB97M-V functional and the def2-TZVPD basis

Last column: Löwdin charge in e.
Element x y z (Å)
1 C -0.495 -1.367 -0.858  -0.48
2 O 0.741 -0.990 -0.240  -0.43
3 C -1.629 -0.864 0.057  -0.30
4 N -2.983 -1.280 -0.459  -0.05
5 H -0.665 -0.977 -1.890  0.07
6 H -0.577 -2.492 -0.977  0.07
7 H -1.510 -1.296 1.065  0.09
8 H -1.492 0.225 0.102  0.09
9 H -3.031 -2.190 -0.861  0.02
10 H -3.682 -1.246 0.255  0.02
11 C 2.186 1.431 0.577  -0.13
12 O 2.195 2.899 0.833  -0.20
13 H 3.041 1.152 -0.063  0.07
14 H 2.339 1.006 1.557  0.06
15 H 1.266 1.034 0.108  0.04
16 H 1.342 3.266 0.522  0.06

Computed properties:
Charge   -1
2S+1   1
Gap between HOMO and LUMO   6.407 eV
HOMO   -0.0926 Eh

Tell me which of them is the least stable. Sure, it is entry x.

Entry w
Molecular formula: C3H3ClO
Method: DFT, the ωB97M-V functional and the def2-TZVPD basis

Last column: Löwdin charge in e.
Element x y z (Å)
1 C 0.702 -0.127 -0.277  -0.22
2 C 2.141 0.365 -1.112  0.14
3 C -0.831 0.242 0.797  -0.57
4 O 0.940 0.624 -1.483  -0.14
5 Cl -1.560 -1.270 1.036  0.58
6 H 0.580 -1.214 -0.653  0.07
7 H -1.398 0.713 -0.103  0.08
8 H -0.574 0.668 1.794  0.06

Computed properties:
Charge   0
2S+1   1
Gap between HOMO and LUMO   9.806 eV
HOMO   -0.3467 Eh

Entry x
Molecular formula: C3H3ClO
Method: DFT, the ωB97M-V functional and the def2-TZVPD basis

Last column: Löwdin charge in e.
Element x y z (Å)
1 C 0.505 -0.739 0.820  0.05
2 C 0.370 0.400 0.166  -0.79
3 Cl 1.118 1.864 0.371  0.73
4 C -0.678 0.329 -0.912  -0.28
5 O -0.985 -0.764 -1.325  0.04
6 H 1.082 -1.060 1.622  0.06
7 H -0.229 -1.362 0.429  0.05
8 H -1.183 1.332 -1.171  0.14

Computed properties:
Charge   0
2S+1   1
Gap between HOMO and LUMO   9.959 eV
HOMO   -0.3666 Eh

Entry y
Molecular formula: C3H3ClO
Method: DFT, the ωB97M-V functional and the def2-TZVPD basis

Last column: Löwdin charge in e.
Element x y z (Å)
1 C 0.867 0.897 -0.002  0.04
2 C 0.303 -0.340 -0.042  -0.70
3 Cl 1.269 -1.769 0.018  0.69
4 C -1.134 -0.541 0.092  -0.33
5 O -1.820 -1.516 -0.072  0.07
6 H 0.262 1.794 0.000  0.07
7 H 1.896 1.069 -0.201  0.06
8 H -1.642 0.406 0.208  0.11

Computed properties:
Charge   0
2S+1   1
Gap between HOMO and LUMO   9.865 eV
HOMO   -0.3767 Eh

Tell me which of them is the least stable. Sure, it is entry w.

Entry w
Molecular formula: C4H11N2
Method: DFT, the ωB97M-V functional and the def2-TZVPD basis

Last column: Löwdin spin population.
Element x y z (Å)
1 C -1.277 0.962 0.739  0.01
2 C -1.359 -0.280 -0.217  0.01
3 C -0.194 -1.321 -0.023  0.05
4 C 2.134 -1.058 -0.565  0.42
5 N 1.016 -0.517 -0.326  0.28
6 N -0.167 1.868 0.317  0.03
7 H -1.041 0.676 1.790  0.01
8 H -2.280 1.487 0.721  0.01
9 H -2.216 -0.946 0.005  0.00
10 H -1.556 -0.150 -1.339  0.00
11 H -0.065 -1.823 1.077  0.03
12 H -0.341 -2.225 -0.678  0.01
13 H 2.564 -1.990 -0.606  0.07
14 H 2.827 -0.345 -1.021  0.04
15 H 0.045 2.639 0.942  0.01
16 H 0.655 1.175 0.190  0.01
17 H -0.359 2.231 -0.620  0.01

Computed properties:
Charge   0
2S+1   2
Gap between HOMO and LUMO (spin up / spin down)   3.392 / 7.947 eV
HOMO (spin up / spin down)   -0.1114 / -0.2865 Eh

Entry x
Molecular formula: C4H11N2
Method: DFT, the ωB97M-V functional and the def2-TZVPD basis

Last column: Löwdin spin population.
Element x y z (Å)
1 C 0.688 2.517 -1.244  0.07
2 C -0.160 1.415 -0.716  0.40
3 C -0.066 0.994 0.597  0.03
4 C -0.853 0.086 1.241  0.35
5 N -0.650 -0.260 2.606  0.07
6 N 0.226 -3.408 -1.179  0.00
7 H 1.314 2.084 -2.033  0.02
8 H 1.387 2.798 -0.451  0.00
9 H -0.744 0.845 -1.431  0.02
10 H 0.378 -4.400 -1.069  0.00
11 H 0.805 1.329 1.169  -0.01
12 H -1.709 -0.335 0.705  0.01
13 H -0.832 -1.257 2.721  0.01
14 H -1.283 0.216 3.240  0.02
15 H 0.705 -2.891 -0.456  0.00
16 H 0.175 3.395 -1.625  0.02
17 H 0.617 -3.129 -2.074  0.00

Computed properties:
Charge   0
2S+1   2
Gap between HOMO and LUMO (spin up / spin down)   8.023 / 9.796 eV
HOMO (spin up / spin down)   -0.2570 / -0.3463 Eh

Tell me which of them is the least stable. Sure, it is entry w.